Model A:
Computed, not measured: a molecular structure, C49H63N4O3S4ScSiTe, with wB97M-V/def2-TZVPD.

Structure (XYZ):
```
126
Properties=species:S:1:pos:R:3
Te 1.600 -4.625 -1.859
Sc -0.101 -0.892 -0.734
S -0.173 -0.064 1.706
S 2.952 -7.523 -2.879
S -1.063 -3.104 0.170
S -0.513 -2.080 -2.885
Si 0.684 1.128 3.132
O 2.290 0.792 3.306
O 0.608 2.756 2.865
O -0.046 0.953 4.606
N -1.281 1.185 -1.293
N 1.845 0.017 -2.992
N 2.099 -1.315 -0.495
N -0.645 0.911 -3.962
C -3.146 -0.184 -0.781
C 3.152 -0.722 -1.062
C -3.680 -4.538 -3.278
C 4.522 -1.255 0.837
C -3.858 -5.038 -1.993
C -5.979 2.799 -1.883
C -0.148 0.087 6.796
C 3.841 2.435 2.517
C -1.954 -0.386 5.118
C 4.287 -7.996 -0.774
C -5.425 0.490 -1.063
C -0.519 3.630 2.806
C -1.840 -3.170 -2.488
C -0.454 -0.204 5.329
C 0.502 0.749 -4.869
C 4.001 -8.557 -1.983
C -4.988 1.721 -1.519
C -4.487 -0.486 -0.703
C -0.838 4.104 4.224
C 1.757 0.424 -4.283
C -1.905 0.409 -4.538
C -2.043 -3.645 -1.182
C 0.235 0.872 -6.238
C 4.360 -0.619 -0.381
C -2.645 1.047 -1.253
C 3.386 1.600 3.712
C 3.651 -6.734 -0.587
C -3.043 -4.595 -0.964
C 2.941 0.588 -5.057
C 4.489 0.638 4.138
C 3.469 -1.986 1.351
C -0.689 2.380 -1.891
C -4.939 -1.856 -0.278
C 2.271 -1.954 0.669
C -0.814 2.312 -3.435
C -1.247 3.768 -1.469
C -3.626 1.987 -1.641
C -0.087 4.814 1.950
C 2.866 -6.322 -1.637
C 0.287 -1.471 4.902
C -2.672 -3.617 -3.517
C 4.222 -0.207 -3.215
C 4.150 0.258 -4.528
C -1.742 2.952 2.194
C -1.031 0.841 -6.754
C -2.095 0.481 -5.856
C 3.011 2.498 4.892
C 0.777 2.400 -1.433
C 3.052 -0.273 -2.485
H -7.003 2.448 -1.751
H 3.013 3.061 2.182
H -2.615 0.049 -3.810
H -5.983 -1.840 0.041
H 3.561 -2.568 2.256
H 5.470 -1.203 1.356
H -0.473 0.327 -3.126
H 1.367 3.104 -2.028
H -4.319 -2.241 0.533
H -2.494 -3.233 -4.514
H -5.840 3.683 -1.255
H 0.003 4.673 4.629
H 3.891 3.035 5.255
H -6.487 0.277 -0.987
H -2.326 -1.229 5.704
H 4.330 -9.501 -2.389
H 2.603 1.887 5.700
H -1.483 2.461 1.255
H 4.729 -0.034 3.313
H 1.365 -1.290 4.889
H -1.920 4.206 -2.207
H -4.316 -4.866 -4.092
H -1.728 4.738 4.222
H 5.161 -0.032 -0.803
H 2.244 3.211 4.592
H 4.919 -8.472 -0.033
H 3.757 -6.140 0.311
H -0.533 -0.711 7.434
H -1.815 2.620 -3.734
H 1.233 1.422 -1.520
H 4.695 3.066 2.779
H 0.819 2.692 -0.381
H 0.063 -2.282 5.597
H -3.057 0.174 -6.249
H -0.010 -1.770 3.897
H -0.871 5.575 1.925
H -0.419 4.469 -1.342
H -2.420 -0.922 -0.457
H -4.843 -2.553 -1.111
H -2.528 3.690 2.017
H -2.487 0.521 5.413
H -2.145 -0.576 4.061
H 0.115 4.487 0.931
H -3.168 -4.986 0.039
H -1.010 3.238 4.863
H 5.162 -0.532 -2.800
H -1.775 3.693 -0.521
H 5.390 1.184 4.426
H -2.124 2.176 2.861
H -0.606 1.033 7.093
H -0.081 2.954 -3.925
H 2.881 0.995 -6.055
H 0.931 0.166 6.940
H 0.823 5.257 2.362
H 1.412 -2.486 1.053
H 4.119 1.771 1.696
H 4.153 0.036 4.985
H 1.072 0.923 -6.923
H -5.856 3.114 -2.923
H -3.355 2.944 -2.053
H -1.201 0.895 -7.819
H 5.053 0.369 -5.118
H -4.632 -5.769 -1.790
```

HOMO level = -0.6 eV
Multiplicity = 1
Kohn-Sham gap = 4.4 eV
Total charge = -2


Model B:
Computed, not measured: a molecular structure, C49H63N4O3S4ScSiTe, with wB97M-V/def2-TZVPD.

Structure (XYZ):
```
126
Properties=species:S:1:pos:R:3
Te -0.851 5.817 -2.138
Sc -0.405 0.446 -0.727
S -3.213 8.187 -2.256
S 1.834 -0.073 0.891
S 0.837 -1.192 -2.174
S -1.283 1.206 -3.045
Si 2.775 -1.857 1.174
O 1.982 -2.953 2.146
O 3.095 -2.675 -0.209
O 4.213 -1.648 1.993
N -0.136 2.426 0.615
N -1.041 0.135 1.593
N -2.495 -0.585 -0.596
N 1.301 2.073 -1.570
C 1.701 -1.643 4.188
C -3.682 6.030 -3.490
C 2.671 2.838 -3.369
C -5.053 0.966 1.654
C -1.037 0.143 -5.529
C 5.387 -0.919 1.653
C 5.482 0.249 2.632
C 0.847 4.560 1.059
C 0.295 -1.762 -6.132
C -2.096 -1.234 3.219
C 0.632 3.454 0.238
C 2.103 4.334 -1.610
C 3.537 -4.032 -2.064
C -4.713 8.072 -3.086
C -3.174 1.679 -0.231
C 3.087 -3.735 4.137
C -0.691 2.459 1.837
C -2.951 -1.903 -1.103
C 1.363 3.300 -1.047
C 2.747 4.100 -2.809
C -2.468 -0.106 3.937
C -6.067 0.551 2.691
C 3.876 -4.910 0.263
C 6.563 -1.876 1.842
C -3.352 0.291 0.011
C 0.697 -1.870 -4.811
C -2.704 6.613 -2.723
C -4.823 2.313 1.394
C 0.611 -3.867 3.822
C 3.007 -4.027 -0.632
C -1.990 -3.025 -0.690
C -1.332 1.209 2.312
C 0.229 4.613 2.285
C -2.077 1.138 3.492
C 0.243 -0.988 -3.826
C -1.387 -1.067 2.045
C -4.343 -0.013 0.983
C 5.374 -0.400 0.216
C 1.556 -4.499 -0.621
C 1.860 -3.027 3.562
C -2.977 -1.835 -2.637
C -0.637 0.054 -4.188
C -0.548 3.542 2.689
C -0.584 -0.744 -6.490
C -3.623 4.122 0.131
C 1.952 1.853 -2.713
C -4.354 -2.369 -0.677
C -4.819 6.858 -3.697
C -3.879 2.672 0.435
H 3.513 -4.884 1.291
H -3.578 5.026 -3.881
H -5.387 3.080 1.918
H -6.305 1.374 3.368
H -7.001 0.222 2.226
H 0.959 -1.059 3.642
H -4.525 4.718 0.284
H -1.977 -1.681 -3.029
H 6.328 0.090 0.000
H -4.409 -2.634 0.379
H -5.126 -1.630 -0.895
H 0.489 -4.070 4.890
H 5.476 -0.126 3.658
H -5.694 -0.285 3.289
H 1.891 0.844 -3.092
H -5.432 8.878 -3.083
H -4.506 -1.034 1.288
H 3.436 -5.023 -2.515
H 3.149 2.602 -4.310
H 1.384 -1.739 5.231
H 0.663 -2.463 -6.872
H 6.397 0.827 2.473
H -2.174 -3.921 -1.293
H -2.366 -2.229 3.548
H -3.063 -0.198 4.838
H 4.908 -4.552 0.252
H 1.503 -5.543 -0.943
H 0.372 5.465 2.937
H -1.063 -1.904 1.445
H -0.277 -3.344 3.463
H 3.113 -4.778 3.810
H -1.726 0.935 -5.799
H 2.973 -3.307 -2.653
H 6.565 -2.270 2.862
H 4.621 0.906 2.498
H 3.289 4.899 -3.298
H 1.379 -2.660 -4.515
H 3.862 -5.945 -0.089
H 4.591 -3.744 -2.075
H 1.483 5.365 0.730
H -3.592 -0.998 -2.972
H -2.840 4.531 0.776
H 0.692 -4.816 3.288
H 3.994 -3.238 3.795
H 4.563 0.310 0.061
H -1.001 3.521 3.669
H -4.581 -3.274 -1.247
H 0.962 -3.886 -1.302
H -0.920 -0.642 -7.517
H -3.275 4.269 -0.891
H 2.145 5.309 -1.151
H 6.472 -2.716 1.151
H -2.510 1.991 -1.034
H 1.133 -4.417 0.379
H -2.356 2.033 4.028
H 5.234 -1.222 -0.488
H 2.641 -1.089 4.156
H -3.371 -2.767 -3.058
H -0.951 -2.738 -0.844
H -2.134 -3.305 0.359
H 3.060 -3.717 5.231
H 7.515 -1.372 1.656
H -5.685 6.555 -4.275
```

HOMO level = -1.4 eV
Multiplicity = 1
Kohn-Sham gap = 5.2 eV
Total charge = -2


Energy ordering: model B at the bottom, the next structure 280.0 kJ/mol above.


Model A:
Computed, not measured: C22H31N3O4 in the gas phase, with wB97M-V/def2-TZVPD.

Structure (XYZ):
```
60
Properties=species:S:1:pos:R:3
O 1.010 -0.699 -1.282
O -2.078 1.213 1.052
O -2.393 -2.276 1.147
O -1.988 -1.251 -0.807
N 1.082 -2.904 -0.888
N -0.496 1.611 -0.522
N 1.235 6.429 -1.369
C -1.637 -1.739 0.382
C 2.201 6.041 -0.543
C 0.873 4.270 0.342
C -0.089 4.080 -4.474
C -0.157 -1.478 0.691
C -3.601 -0.628 -2.439
C -0.976 0.986 0.573
C 0.101 5.733 -1.353
C 2.062 4.978 0.338
C 0.846 2.874 -4.416
C -0.140 4.627 -0.543
C -1.352 2.483 -1.317
C 0.280 -3.896 1.214
C -0.043 -0.031 1.228
C -3.407 -1.246 -1.078
C 0.647 2.370 -2.990
C 0.696 -1.642 -0.572
C -1.434 3.864 -0.625
C -1.331 3.630 -3.685
C 0.304 -2.476 1.759
C 1.221 -4.029 0.033
C -0.885 2.443 -2.786
H -0.332 4.395 -5.490
H -1.765 4.450 -3.118
H 0.579 -4.608 1.984
H 3.122 6.613 -0.577
H 0.390 4.925 -3.977
H -2.192 4.473 -1.118
H -0.676 6.081 -2.027
H 1.883 3.122 -4.641
H 0.522 2.109 -5.128
H 2.869 4.720 1.010
H -0.354 -2.385 2.622
H 1.158 3.043 -2.296
H -4.661 -0.626 -2.694
H -3.773 -2.272 -1.035
H -3.244 0.402 -2.450
H -3.894 -0.673 -0.289
H 1.044 1.366 -2.841
H -2.111 3.294 -4.372
H 2.257 -4.072 0.388
H -3.063 -1.190 -3.203
H 1.316 -2.205 2.077
H 0.727 3.443 1.025
H 0.996 0.290 1.141
H 1.024 -4.951 -0.515
H -0.738 -4.152 0.920
H -1.807 3.665 0.382
H 0.289 1.151 -0.965
H -0.324 -0.045 2.280
H -2.369 2.081 -1.261
H -1.297 1.521 -3.207
H 1.663 -2.923 -1.715
```

HOMO level = -9.1 eV
SMILES string = CCOC(=O)[C@@]1(CC(=O)N[C@@H](Cc2cccnc2)C2CCCC2)CCCNC1=O
Multiplicity = 1
Kohn-Sham gap = 9.6 eV
Total charge = 0


Model B:
Computed, not measured: a molecular structure, C22H31N3O4, with wB97M-V/def2-TZVPD.

Structure (XYZ):
```
60
Properties=species:S:1:pos:R:3
O -2.163 -1.726 -3.000
O -2.068 2.151 -0.691
O -0.240 1.539 -1.115
O 2.874 -0.311 -0.465
N 1.511 -2.900 -0.063
N 1.308 -0.410 -1.916
N -0.555 -2.991 -1.223
C 0.776 -3.949 2.073
C 0.773 -2.554 -1.194
C 0.936 5.372 2.250
C -0.897 2.712 -0.637
C 3.138 4.753 1.518
C 1.712 4.220 1.585
C 1.166 1.517 -0.567
C -3.647 0.511 -0.294
C 0.632 -3.356 0.906
C 1.229 3.570 0.571
C -3.230 -0.706 -0.779
C -1.785 -4.664 1.920
C -2.320 -0.534 -2.441
C -2.539 1.321 0.434
C -0.648 -4.555 2.625
C -0.514 -3.523 0.044
C -0.403 3.330 0.546
C 1.922 2.386 -0.087
C 1.749 0.138 -0.818
C 1.790 3.090 2.980
C 1.407 -1.783 -2.071
C -1.842 -4.320 0.574
H 1.674 5.883 3.218
H 0.812 2.806 3.176
H 1.103 4.256 -0.039
H -3.129 -0.050 -2.935
H 1.616 -3.981 2.608
H 3.294 5.463 0.647
H 2.404 3.362 3.777
H 3.492 5.251 2.496
H -0.967 4.202 0.802
H -4.189 1.057 -0.861
H -0.311 2.445 1.539
H -1.789 0.274 -2.028
H 2.426 -2.535 0.144
H 2.325 2.104 2.555
H -0.687 3.379 -1.650
H -4.171 -1.360 -0.991
H -2.518 -1.408 -0.250
H -0.576 -4.863 3.736
H 2.484 -2.046 -2.457
H 0.952 -2.077 -3.220
H -1.811 -2.164 -2.467
H 3.947 3.870 1.103
H -2.788 1.866 1.105
H 0.175 -0.139 -2.283
H -2.648 -5.169 2.473
H 2.970 2.139 0.328
H -2.690 -4.371 0.289
H -4.384 0.144 0.676
H 0.158 5.164 2.612
H 0.744 6.153 1.299
H -1.662 0.617 0.566
```

HOMO level = -7.7 eV
Multiplicity = 1
Kohn-Sham gap = 7.7 eV
Total charge = 0


Energy ordering: model A at the bottom, the next structure 2272.6 kJ/mol above.


Model A:
Computed, not measured: C4H7P in the gas phase, with wB97M-V/def2-TZVPD.

Structure (XYZ):
```
12
Properties=species:S:1:pos:R:3
P 2.318 0.722 0.014
C -0.749 0.512 -0.468
C 1.411 -0.917 -0.363
C 0.102 -0.472 0.220
C -1.937 1.007 -0.009
H -2.565 1.853 -0.474
H -0.475 1.019 -1.332
H 2.674 0.296 1.404
H 1.387 -1.057 -1.455
H -2.351 0.564 0.810
H 1.869 -1.837 0.008
H -0.236 -1.019 1.069
```

HOMO level (alpha / beta) = -7.6 / -7.8 eV
Multiplicity = 1
Kohn-Sham gap (alpha / beta) = 7.0 / 7.5 eV
Total charge = 0


Model B:
Computed, not measured: 3 unconnected molecules or ions with the total composition C4H7P, with wB97M-V/def2-TZVPD.

Structure (XYZ):
```
12
Properties=species:S:1:pos:R:3
P 2.135 -0.405 0.433
C -0.687 0.001 -0.621
C 1.703 0.751 -1.018
C 0.609 0.141 -0.212
C -1.773 -0.601 0.011
H 2.046 1.788 -0.770
H -2.919 -0.557 -0.265
H -1.613 -1.215 0.780
H -0.894 0.553 -1.550
H 0.122 -0.486 2.200
H -0.415 -0.420 3.068
H 1.684 0.450 -2.055
```

HOMO level (alpha / beta) = -8.0 / -8.1 eV
Multiplicity = 1
Kohn-Sham gap (alpha / beta) = 7.1 / 7.2 eV
Total charge = 0


Energy ordering: model A at the bottom, the next structure 189.4 kJ/mol above.


Model A:
Computed, not measured: C3H8N2S in the gas phase, with wB97M-V/def2-TZVPD.

Structure (XYZ):
```
14
Properties=species:S:1:pos:R:3
S 1.894 -1.605 -0.037
N -2.578 -0.717 -0.105
N -1.239 -0.948 -0.140
C 0.993 -0.008 0.459
C 1.506 1.228 -0.376
C -0.539 -0.098 0.474
H 1.157 1.248 -1.404
H -2.917 0.223 0.016
H -3.021 -1.300 -0.820
H -1.053 0.692 1.061
H 1.255 2.237 0.029
H 1.333 0.168 1.500
H 2.519 1.145 -0.466
H 0.691 -2.266 -0.191
```

HOMO level = -8.8 eV
SMILES string = C[C@H](S)/C=N/N
Multiplicity = 1
Kohn-Sham gap = 9.9 eV
Total charge = 0


Model B:
Computed, not measured: C3H8N2S in the gas phase, with wB97M-V/def2-TZVPD.

Structure (XYZ):
```
14
Properties=species:S:1:pos:R:3
S -1.667 -1.003 0.200
N -0.654 2.079 -0.530
N -0.654 1.273 0.444
C 0.626 -0.514 -1.136
C -0.084 -0.075 0.216
C 0.709 -0.493 1.416
H 0.371 0.096 -2.067
H 0.274 -1.475 -1.422
H 1.803 -0.513 1.190
H 1.672 -0.423 -0.892
H 0.473 -1.515 1.695
H 0.392 0.161 2.262
H -1.095 2.951 -0.361
H -2.166 -0.550 -1.015
```

HOMO level = -9.2 eV
SMILES string = [H]/N=N/C(C)(C)S
Multiplicity = 1
Kohn-Sham gap = 9.8 eV
Total charge = 0


Energy ordering: model A at the bottom, the next structure 51.7 kJ/mol above.


Model A:
Computed, not measured: 2 unconnected molecules or ions with the total composition C3H8N2S, with wB97M-V/def2-TZVPD.

Structure (XYZ):
```
14
Properties=species:S:1:pos:R:3
S 0.903 1.736 1.551
N 0.874 0.517 -0.817
N 0.841 0.480 -2.197
C -1.515 -1.269 1.582
C 0.892 1.576 -0.141
C -1.125 -1.629 0.385
H -2.056 -0.279 1.621
H -0.921 -1.705 2.389
H 1.126 1.331 -2.771
H -1.560 -1.291 -0.540
H -0.279 -2.293 0.231
H 0.444 0.571 2.014
H 1.437 -0.280 -2.587
H 0.938 2.535 -0.721
```

HOMO level = -8.5 eV
SMILES string = N/N=C/S.C=C
Multiplicity = 1
Kohn-Sham gap = 9.4 eV
Total charge = 0


Model B:
Computed, not measured: 2 unconnected molecules or ions with the total composition C3H8N2S, with wB97M-V/def2-TZVPD.

Structure (XYZ):
```
14
Properties=species:S:1:pos:R:3
S -0.106 -0.076 1.427
N -2.271 0.093 -0.294
N 0.092 -1.708 0.879
C -3.142 0.793 -0.295
C 1.975 0.201 -0.538
C 0.703 0.880 0.026
H 1.708 -0.949 -0.627
H -3.877 1.544 -0.448
H 0.035 0.581 -0.817
H -0.103 -2.434 1.517
H 0.751 1.940 0.388
H 2.886 0.423 0.122
H -0.750 -1.731 0.260
H 2.098 0.443 -1.600
```

HOMO level = -7.7 eV
SMILES string = CCSN.C#N
Multiplicity = 1
Kohn-Sham gap = 8.6 eV
Total charge = 0


Energy ordering: model B at the bottom, the next structure 53.0 kJ/mol above.


Model A:
Computed, not measured: 2 unconnected molecules or ions with the total composition C5H15NO2, with wB97M-V/def2-TZVPD.

Structure (XYZ):
```
23
Properties=species:S:1:pos:R:3
O 2.002 -2.389 -0.302
O -4.054 0.195 1.014
N -0.810 -0.190 -0.478
C 0.617 -1.970 -0.407
C 1.834 1.582 0.623
C 1.403 0.090 0.867
C 0.640 -0.414 -0.401
C -1.240 1.065 -1.097
H 2.733 1.523 0.005
H -0.899 1.020 -2.147
H -0.872 2.007 -0.688
H 1.937 2.161 1.545
H -3.560 0.101 1.848
H 0.923 -0.195 1.782
H 0.212 -2.353 -1.342
H 2.398 -0.380 0.761
H 1.120 0.064 -1.272
H -3.773 1.050 0.641
H 2.002 -3.322 -0.556
H -1.328 -0.436 0.356
H 0.021 -2.357 0.449
H -2.328 1.109 -1.272
H 1.021 2.040 0.070
```

HOMO level (alpha / beta) = 1.0 / -5.1 eV
Multiplicity = 2
Kohn-Sham gap (alpha / beta) = 2.3 / 8.4 eV
Total charge = -1
<S²> = 0.75


Model B:
Computed, not measured: 2 unconnected molecules or ions with the total composition C5H15NO2, with wB97M-V/def2-TZVPD.

Structure (XYZ):
```
23
Properties=species:S:1:pos:R:3
O 0.334 -2.720 1.609
O 1.521 -0.505 1.187
N -0.945 -0.628 -0.580
C -0.359 0.576 -1.212
C -0.162 1.784 -0.310
C 1.281 0.862 1.482
C -1.597 -1.523 -1.550
C 1.253 1.796 0.256
H -1.625 -0.350 0.112
H -0.928 0.860 -2.089
H 1.486 2.784 0.711
H 0.316 0.931 2.022
H -0.846 1.718 0.496
H -2.535 -1.061 -1.840
H -1.030 -1.842 -2.394
H 0.699 -0.778 0.775
H 2.049 1.328 -0.326
H -0.372 2.587 -0.998
H 0.226 -2.288 0.777
H 0.260 -2.312 2.459
H -1.781 -2.520 -1.183
H 0.649 0.253 -1.636
H 2.107 1.049 2.232
```

HOMO level (alpha / beta) = 1.2 / -5.7 eV
Multiplicity = 2
Kohn-Sham gap (alpha / beta) = 2.7 / 9.6 eV
Total charge = -1
<S²> = 0.75


Energy ordering: model A at the bottom, the next structure 65.9 kJ/mol above.